Record 1
Molecular formula: C4H12N3
Method: DFT, wB97M-V/def2-TZVPD

Atoms and positions in Å:
C 0.581 0.926 1.477
C -0.732 0.608 2.109
C -1.837 1.325 1.847
H 0.530 0.343 0.513
H 0.636 1.987 1.189
H 1.476 0.605 2.017
H -0.774 -0.283 2.727
H -2.867 1.090 2.147
H -1.714 2.256 1.296
N -0.824 -0.461 -1.040
C 0.575 -0.656 -0.881
N 0.766 -2.092 -1.019
N 1.324 0.482 -1.953
H -0.914 0.524 -1.309
H -1.118 -1.034 -1.819
H 0.146 -2.470 -0.300
H 0.388 -2.261 -1.942
H 1.887 0.848 -1.187
H 1.938 -0.187 -2.428

Properties
Kohn-Sham gap ... 6.80 eV
F_max ... 7.1 eV Å⁻¹
Electronic energy ... -323.4364 Ha
E_LUMO ... -7.0 eV
HOMO level ... -0.5089 Eh
Total charge ... +1
Multiplicity ... 1
ΔE to the lowest compared entry with this formula, charge and spin ... 6.5810 eV

---

Record 2
Molecular formula: C44H120N18O20
Method: DFT, wB97M-V/def2-TZVPD

Atoms and positions in Å:
C -1.111 -2.196 -5.212
O -2.232 -2.544 -4.438
C -3.071 -3.397 -5.130
C -4.220 -3.911 -4.290
N -4.998 -2.772 -3.864
C -5.976 -3.224 -2.893
C -6.591 -1.931 -2.292
O -5.625 -0.908 -1.910
C -4.885 -1.393 -0.769
H -0.606 -3.089 -5.581
H -0.546 -1.709 -4.417
H -1.309 -1.543 -6.062
H -2.563 -4.175 -5.700
H -3.403 -2.896 -6.040
H -3.673 -4.372 -3.467
H -4.798 -4.556 -4.952
H -4.485 -2.029 -3.410
H -5.622 -3.930 -2.142
H -6.796 -3.732 -3.401
H -7.383 -2.271 -1.624
H -7.111 -1.512 -3.153
H -5.447 -1.526 0.155
H -4.068 -0.755 -0.432
H -4.448 -2.356 -1.035
C 5.529 0.237 -5.965
O 4.595 -0.705 -6.454
C 3.735 -1.040 -5.334
C 2.784 -2.231 -5.700
N 3.544 -3.490 -5.629
C 2.632 -4.431 -6.228
C 3.026 -5.905 -6.156
O 3.735 -6.412 -7.214
C 3.198 -6.217 -8.476
H 5.075 1.191 -5.697
H 6.264 0.446 -6.742
H 6.251 -0.144 -5.243
H 3.120 -0.191 -5.035
H 4.221 -1.273 -4.386
H 2.225 -2.036 -6.615
H 2.048 -2.259 -4.896
H 4.398 -3.396 -6.160
H 2.327 -4.151 -7.236
H 1.709 -4.390 -5.649
H 2.130 -6.525 -6.144
H 3.517 -6.059 -5.195
H 3.546 -6.984 -9.168
H 3.409 -5.227 -8.881
H 2.116 -6.340 -8.424
C 2.077 0.913 2.398
O 1.887 -0.436 2.180
C 3.158 -1.192 2.370
C 2.844 -2.333 3.448
N 1.866 -3.365 2.950
C 1.444 -4.090 4.081
C 0.357 -5.145 3.763
O -0.833 -4.415 3.598
C -1.996 -5.152 3.720
H 2.571 1.012 3.364
H 1.055 1.277 2.287
H 2.685 1.342 1.602
H 4.057 -0.621 2.601
H 3.383 -1.742 1.456
H 2.305 -1.748 4.193
H 3.680 -2.876 3.889
H 1.147 -2.712 2.672
H 1.098 -3.476 4.913
H 2.362 -4.627 4.318
H 0.185 -5.819 4.602
H 0.559 -5.765 2.890
H -2.098 -5.995 3.037
H -2.898 -4.547 3.625
H -2.028 -5.566 4.728
C 2.420 -0.990 -1.842
O 1.056 -0.597 -1.634
C 0.286 -1.741 -1.190
C 0.105 -2.019 0.321
N -0.782 -1.006 0.913
C -1.671 -1.450 2.000
C -1.120 -0.895 3.340
O -1.211 0.501 3.445
C -2.574 0.935 3.189
H 2.929 -0.124 -2.265
H 2.383 -1.873 -2.479
H 2.850 -1.317 -0.895
H 0.535 -2.690 -1.664
H -0.689 -1.552 -1.639
H 1.088 -2.158 0.773
H -0.391 -2.986 0.399
H -0.328 -0.150 1.198
H -1.714 -2.537 2.057
H -2.695 -1.105 1.855
H -0.148 -1.369 3.478
H -1.799 -1.261 4.110
H -2.584 1.353 2.183
H -2.733 1.781 3.858
H -3.466 0.336 3.370
C -5.518 1.904 0.174
O -5.209 2.464 1.390
C -4.716 3.750 1.209
C -4.298 4.364 2.577
N -5.133 3.864 3.666
C -4.443 4.114 4.916
C -5.239 3.590 6.092
O -6.522 4.156 6.212
C -7.226 3.588 7.356
H -6.039 0.954 0.292
H -4.670 1.754 -0.494
H -6.109 2.575 -0.449
H -5.509 4.367 0.785
H -3.749 3.860 0.718
H -4.371 5.452 2.568
H -3.253 4.120 2.766
H -5.206 2.898 3.379
H -4.336 5.195 5.007
H -3.442 3.685 4.865
H -4.666 3.952 6.945
H -5.287 2.507 6.213
H -8.281 3.857 7.406
H -6.799 3.945 8.293
H -7.169 2.500 7.374
C 0.274 10.596 1.179
O 1.317 10.689 2.102
C 1.409 9.608 3.066
C 0.253 9.434 4.180
N -1.090 9.289 3.731
C -1.445 8.150 2.968
C -1.305 6.889 3.764
O -1.215 5.752 2.911
C -0.865 4.511 3.500
H -0.695 10.572 1.679
H 0.405 9.815 0.430
H 0.241 11.437 0.487
H 2.321 9.584 3.664
H 1.368 8.642 2.562
H 0.209 10.414 4.655
H 0.595 8.670 4.878
H -1.550 10.138 3.438
H -0.972 8.012 1.996
H -2.514 8.326 2.845
H -2.097 6.717 4.492
H -0.399 6.990 4.362
H -1.283 3.730 2.865
H -1.362 4.608 4.465
H 0.219 4.427 3.575
C 6.965 -2.137 0.656
C 8.100 -2.632 -0.282
O 8.491 -1.813 -1.425
O 5.734 -2.196 -0.079
H 7.234 -1.148 1.027
H 6.912 -2.768 1.543
H 7.948 -3.666 -0.594
H 9.014 -2.623 0.312
H 8.818 -2.424 -2.089
H 5.678 -1.418 -0.639
C 1.699 -4.990 -2.603
O 0.686 -4.912 -3.280
N 1.725 -5.241 -1.336
N 2.874 -4.740 -3.075
H 0.866 -5.480 -0.861
H 2.593 -5.302 -0.824
H 3.560 -4.500 -2.375
H 2.951 -4.410 -4.027
C -0.120 2.431 6.714
O -0.812 3.437 6.740
N 0.737 2.074 7.620
N -0.128 1.544 5.810
H 0.745 2.354 8.591
H 1.110 1.147 7.471
H -0.793 1.646 5.056
H 0.098 0.595 6.072
C -0.242 2.394 -1.067
O -0.488 3.579 -1.005
N -1.182 1.487 -1.064
N 0.940 1.962 -1.033
H -2.078 1.870 -0.798
H -0.965 0.504 -0.982
H 1.050 0.958 -1.051
H 1.688 2.619 -1.204
C -1.614 -5.596 -0.501
O -0.710 -6.302 -0.117
N -2.752 -5.451 0.152
N -1.647 -4.931 -1.631
H -3.503 -5.230 -0.486
H -2.904 -6.150 0.865
H -0.808 -5.033 -2.184
H -2.221 -4.100 -1.643
C 1.207 1.842 -4.378
O 2.416 2.029 -4.295
N 0.405 2.762 -4.653
N 0.656 0.686 -4.131
H -0.576 2.523 -4.666
H 0.651 3.739 -4.585
H -0.330 0.842 -3.981
H 1.189 0.063 -3.541
C 6.205 0.805 -1.962
O 5.585 -0.234 -1.994
N 7.376 1.004 -1.385
N 5.716 1.872 -2.479
H 7.929 0.160 -1.401
H 7.851 1.853 -1.658
H 4.791 1.781 -2.873
H 6.266 2.705 -2.321

Properties
Kohn-Sham gap ... 8.31 eV
F_max ... 7.5 eV Å⁻¹
Electronic energy ... -4238.5736 Ha
E_LUMO ... 0.3 eV
HOMO level ... -0.2941 Eh
Total charge ... 0
Multiplicity ... 1

---

Record 3
Molecular formula: C22H36BO44S9
Method: DFT, wB97M-V/def2-TZVPD

Atoms and positions in Å:
O -0.954 -3.946 3.581
C -0.236 -3.103 2.978
O -0.617 -1.994 2.361
B 0.555 -1.439 1.647
O 1.700 -2.359 1.862
C 1.246 -3.346 2.624
O 1.860 -4.397 2.887
O 0.765 0.033 1.968
C 0.734 0.783 0.882
O 0.879 1.999 0.864
C 0.606 -0.123 -0.317
O 0.482 -1.404 0.154
O 0.555 0.218 -1.460
C -0.880 2.443 3.886
C -1.580 1.149 4.413
O -2.262 1.469 5.604
S -1.944 3.101 6.098
O -0.966 3.144 7.191
O -3.195 3.783 6.179
O -1.035 3.567 4.744
H -1.177 2.586 2.847
H 0.195 2.337 3.741
H -0.964 0.275 4.620
H -2.372 0.857 3.723
C -0.491 5.656 1.704
C -1.567 4.792 0.863
O -2.776 4.995 1.547
S -2.868 6.369 2.525
O -3.803 6.234 3.636
O -2.951 7.555 1.691
O -1.241 6.087 2.904
H 0.031 6.377 1.075
H 0.351 5.028 1.993
H -1.333 3.728 0.905
H -1.667 5.265 -0.114
C -4.105 -1.264 -0.209
C -3.947 -1.584 1.268
O -3.670 -0.361 1.898
S -4.029 0.928 0.994
O -2.787 1.606 0.579
O -4.993 1.829 1.638
O -4.719 0.043 -0.149
H -4.791 -1.814 -0.853
H -3.186 -1.312 -0.793
H -3.110 -2.218 1.558
H -4.795 -2.001 1.812
C -1.141 -0.342 -4.174
C -1.501 -1.296 -5.298
O -2.855 -1.250 -5.437
S -3.585 -0.012 -4.709
O -4.819 -0.367 -3.966
O -3.501 1.263 -5.491
O -2.328 0.105 -3.642
H -0.541 0.480 -4.566
H -0.655 -0.819 -3.323
H -0.994 -2.248 -5.142
H -1.039 -0.831 -6.169
C -2.258 -5.136 -3.263
C -2.707 -3.774 -2.741
O -1.657 -2.957 -2.602
S -0.263 -3.868 -2.192
O -0.092 -4.116 -0.739
O 0.824 -3.291 -2.904
O -0.844 -5.169 -3.015
H -2.492 -5.105 -4.327
H -2.674 -5.850 -2.551
H -3.306 -3.778 -1.830
H -3.327 -3.460 -3.580
C 2.539 0.872 6.459
C 2.627 0.549 4.942
O 1.464 -0.361 4.771
S 1.090 -1.180 6.098
O 2.070 -2.246 6.409
O -0.300 -1.611 6.227
O 1.410 0.186 6.974
H 2.263 1.922 6.561
H 3.410 0.730 7.099
H 3.523 0.034 4.595
H 2.419 1.417 4.317
C 4.358 -4.562 0.499
C 3.229 -4.378 -0.458
O 3.377 -5.364 -1.412
S 4.661 -6.404 -1.120
O 5.389 -6.701 -2.346
O 4.290 -7.445 -0.140
O 5.322 -5.163 -0.248
H 4.147 -5.218 1.344
H 4.684 -3.583 0.849
H 3.354 -3.410 -0.944
H 2.348 -4.555 0.159
C 2.619 -1.306 -5.296
C 2.509 -0.645 -3.856
O 2.760 0.745 -3.948
S 2.839 1.290 -5.551
O 3.936 2.263 -5.741
O 1.433 1.612 -5.879
O 3.272 -0.306 -6.052
H 1.756 -1.560 -5.911
H 3.318 -2.139 -5.225
H 3.295 -1.184 -3.326
H 1.525 -0.802 -3.414
C 1.847 4.070 -3.231
C 1.164 3.335 -2.039
O 0.456 4.382 -1.502
S 1.341 5.772 -1.475
O 2.097 5.785 -0.248
O 0.545 6.948 -1.890
O 2.352 5.213 -2.639
H 1.088 4.206 -4.001
H 2.650 3.432 -3.601
H 1.985 2.956 -1.430
H 0.346 2.652 -2.265

Properties
Kohn-Sham gap ... 9.62 eV
F_max ... 5.0 eV Å⁻¹
Electronic energy ... -7778.9249 Ha
E_LUMO ... 1.2 eV
HOMO level ... -0.3092 Eh
Total charge ... -1
Multiplicity ... 1
ΔE to the lowest compared entry with this formula, charge and spin ... 0.0000 eV

---

Record 4
Molecular formula: C5H6S2
Method: DFT, wB97M-V/def2-TZVPD

Atoms and positions in Å:
C -2.096 -0.994 -1.167
C -1.414 -0.782 -0.207
C -0.576 -0.657 0.953
S -0.430 1.060 1.453
C 0.788 1.576 0.321
C 1.460 0.251 -0.361
S 1.397 3.099 0.232
H -3.121 -0.916 -1.947
H 0.350 -1.401 0.803
H -1.244 -1.008 1.726
H 2.180 0.656 -1.082
H 0.798 -0.346 -0.936
H 1.906 -0.538 0.212

Properties
Kohn-Sham gap ... 8.53 eV
F_max ... 5.7 eV Å⁻¹
Electronic energy ... -990.3350 Ha
E_LUMO ... -0.2 eV
HOMO level ... -0.3226 Eh
Total charge ... 0
Multiplicity ... 1
ΔE to the lowest compared entry with this formula, charge and spin ... 3.5364 eV

---

Record 5
Molecular formula: C29H41AuN5O4PS2
Method: DFT, wB97M-V/def2-TZVPD

Atoms and positions in Å:
Au -0.775 -0.432 1.370
S -0.447 -1.510 5.775
C -2.068 -1.340 5.283
C -2.157 -0.940 3.992
C -0.901 -0.770 3.332
C 0.132 -1.013 4.209
C 1.568 -0.823 4.027
C 2.476 -0.992 5.081
C 3.821 -0.771 4.863
C 4.232 -0.377 3.598
C 3.263 -0.216 2.625
N 1.969 -0.434 2.819
H -2.864 -1.545 5.982
H -3.113 -0.739 3.541
H 2.115 -1.275 6.060
H 4.532 -0.913 5.666
H 5.274 -0.185 3.377
H 3.530 0.112 1.630
C 5.028 2.490 -1.528
C 4.206 1.262 -1.923
C 4.949 -0.012 -1.455
C 4.154 1.238 -3.458
P 2.435 1.134 -1.086
C 1.782 -0.021 -2.370
C 2.137 -1.339 -2.265
C 1.774 -2.292 -3.228
C 0.968 -1.920 -4.327
C 0.515 -0.655 -4.451
C 0.853 0.417 -3.464
C 1.738 2.943 -0.990
C 0.329 3.039 -0.408
C 2.633 3.640 0.049
C 1.752 3.668 -2.338
H 6.018 2.413 -1.987
H 5.172 2.578 -0.451
H 4.578 3.410 -1.900
H 6.025 0.173 -1.409
H 4.783 -0.836 -2.148
H 4.621 -0.339 -0.468
H 5.180 1.204 -3.839
H 3.678 2.130 -3.871
H 3.634 0.360 -3.836
H 2.723 -1.654 -1.409
H 2.105 -3.317 -3.120
H 0.688 -2.667 -5.060
H -0.154 -0.366 -5.253
H 1.324 1.254 -3.992
H 0.269 2.550 0.569
H -0.435 2.623 -1.042
H 0.100 4.099 -0.266
H 2.731 3.024 0.943
H 2.159 4.578 0.348
H 3.623 3.882 -0.320
H 1.007 3.233 -3.002
H 2.728 3.641 -2.821
H 1.479 4.717 -2.182
C -4.265 -1.487 -0.657
N -3.713 -1.293 0.706
C -3.863 -2.562 1.434
N -5.267 -2.968 1.521
C -5.789 -3.119 0.158
N -5.674 -1.879 -0.604
C -6.425 -0.832 0.085
N -5.923 -0.616 1.448
C -4.511 -0.241 1.354
C -6.016 -1.888 2.174
H -3.690 -2.256 -1.168
H -4.174 -0.564 -1.214
H -3.466 -2.461 2.442
H -3.296 -3.334 0.910
H -6.840 -3.411 0.215
H -5.225 -3.903 -0.352
H -7.477 -1.118 0.138
H -6.329 0.100 -0.474
H -4.140 -0.054 2.360
H -4.410 0.676 0.771
H -7.067 -2.179 2.228
H -5.634 -1.753 3.189
O -2.504 1.055 -1.815
S -1.408 0.145 -1.988
O -0.410 1.012 -2.955
O -0.683 -0.102 -0.716
O -1.678 -1.088 -2.664

Properties
Kohn-Sham gap (alpha / beta) ... 6.83 / 4.53 eV
F_max ... 1.1 eV Å⁻¹
<S²> ... 2.05
Electronic energy ... -2977.6479 Ha
E_LUMO (alpha / beta) ... -0.2 / -3.4 eV
HOMO level (alpha / beta) ... -0.2572 / -0.2927 Eh
Total charge ... 0
Multiplicity ... 3
ΔE to the lowest compared entry with this formula, charge and spin ... 2.4622 eV

---

Record 6
Molecular formula: C3H9AuI2O7P2
Method: DFT, wB97M-V/def2-TZVPD

Atoms and positions in Å:
Au 0.516 0.542 0.467
I 2.857 0.951 1.448
C 2.270 -0.212 3.150
I 0.257 -0.795 2.703
H 2.282 0.411 4.037
H 2.899 -1.093 3.221
C -0.670 0.283 -3.520
C -1.272 1.366 -2.623
O -2.215 2.192 -3.283
P -2.249 0.634 -1.283
O -3.296 1.645 -0.744
O -3.052 -0.592 -1.787
O -1.323 0.087 -0.180
P 0.038 2.472 -1.960
O -0.762 3.280 -0.827
O 0.697 3.259 -2.989
O 1.040 1.537 -1.147
H -1.468 -0.278 -4.004
H -0.036 -0.406 -2.961
H -0.053 0.759 -4.284
H -1.827 2.540 -4.100
H -3.103 2.590 -0.855
H -4.020 -0.535 -1.831
H -0.665 4.242 -0.909

Properties
Kohn-Sham gap ... 6.32 eV
F_max ... 0.1 eV Å⁻¹
Electronic energy ... -2059.6756 Ha
E_LUMO ... -10.5 eV
HOMO level ... -0.6191 Eh
Total charge ... +2
Multiplicity ... 1